The following is a DFT calculation (ωB97M-V with the def2-TZVPD basis set) of 5 unconnected molecules or ions with the total composition C3H14NO6 in a non-equilibrium geometry.

Structure (XYZ):
```
24
C3H14NO6 ωB97M-V with the def2-TZVPD basis set
O 0.6684 -0.4667 0.4096
C 1.2474 0.5491 -0.0708
O 2.0822 0.7534 -0.9441
C 0.4483 1.9150 0.3731
C -0.2055 1.7840 1.7078
N -0.4761 2.2444 -0.7484
H 1.1958 2.6882 0.2008
H -0.0314 2.5749 2.4790
H -1.2736 1.6031 1.5906
H 0.0980 0.9427 2.3520
H -0.1307 2.0437 -1.6808
H -1.3722 1.7617 -0.7914
H -1.1705 -1.3221 2.3040
H 0.0205 -1.9378 2.8929
O -0.7858 -1.4685 3.1818
H -2.2890 -1.8941 -0.1146
H -2.1543 -0.3941 -0.2718
O -2.6629 -1.0656 0.2071
H 0.8743 0.4245 -3.3060
H 0.7134 -0.5164 -2.1311
O 0.6888 -0.4839 -3.0983
H 0.2588 -1.7838 -0.2950
H 0.5860 -2.7367 -1.4415
O -0.1088 -2.5735 -0.8095
```

As for the charge: -1. The multiplicity is 1. As for the relative energy (zero: lowest compared OMol25 entry of this formula, charge and spin): 37.8 kcal/mol. As for the LUMO energy: 3.6 eV. The calculation puts the frontier orbital gap at 8.2 eV. The largest force on an atom comes out at 4.03 eV Å⁻¹.